The following is a quantum chemistry calculation of a cluster of 2 separate species, C5H7NO in total, from the OMol25 dataset.

Lowest unoccupied orbital energy   -0.0204 hartree
Electronic energy   -8830.242 eV
HOMO   -0.325 Eh
HOMO-LUMO gap   8.3 eV

Geometry as ORCA input:
```
! wB97M-V def2-TZVPD RIJCOSX def2/J DEFGRID3
* xyz 0 1
O 1.59312 0.77315 0.36897
N 0.62155 -1.33860 0.04008
C -0.27023 0.55417 -1.15894
C -1.53625 -0.55197 1.38725
C 0.49630 1.46929 -0.25357
C -0.18730 -0.76165 -0.96621
C 1.44560 -0.53341 0.59058
H 2.18105 -0.89615 1.30444
H -0.73711 -1.47720 -1.56873
H -2.30955 -0.85607 0.64755
H -0.14281 1.86713 0.54413
H -1.20355 -1.53043 1.78954
H 0.95240 2.30010 -0.79640
H -0.90322 0.98165 -1.92869
*
```

These are the natural (NBO) partial charges, in e, on atoms 1 to 2: -0.4776 -0.5443

The following is a quantum chemistry calculation of a structure of composition C3H2F3I3O, from the OMol25 dataset.

Lowest unoccupied orbital energy   -0.0349 hartree
Electronic energy   -37644.109 eV
HOMO   -0.339 Eh
HOMO-LUMO gap   8.3 eV

Geometry as ORCA input:
```
! wB97M-V def2-TZVPD RIJCOSX def2/J DEFGRID3
* xyz 0 1
I -2.63847 -0.79589 1.72362
I -1.28963 -2.08500 -1.45275
I -2.13249 1.37321 -0.94366
F 2.25025 0.22400 -0.38080
F 0.64529 0.47199 -1.77246
F -0.11972 1.04150 1.43677
O 0.69539 -1.06587 1.09633
C 0.09960 -0.02837 0.51166
C -1.35880 -0.40871 -0.10321
C 1.04290 0.70532 -0.52197
H 1.64003 -1.15046 0.81174
H 1.16565 1.71830 -0.40527
*
```

These are the natural (NBO) partial charges, in e, on atoms 1 to 2: 0.1997 0.2668

The following is a quantum chemistry calculation of the molecule C2H6N2S, from the OMol25 dataset.

Lowest unoccupied orbital energy   0.0292 hartree
SMILES string   CN(N)C=S
Electronic energy   -15985.517 eV
HOMO   -0.309 Eh
HOMO-LUMO gap   9.2 eV

Geometry as ORCA input:
```
! wB97M-V def2-TZVPD RIJCOSX def2/J DEFGRID3
* xyz 0 1
S 0.93186 -0.86841 -1.35769
N 0.22522 -0.39173 1.55783
N -0.45890 0.37809 0.58632
C -1.40864 1.41285 1.01860
C -0.11651 0.21390 -0.67541
H -1.53506 1.31749 2.08138
H -0.53781 0.95200 -1.39031
H -0.00187 -1.35880 1.29156
H 1.25012 -0.29079 1.38725
H -0.96379 2.40976 0.81192
H -2.33461 1.19987 0.47295
*
```

These are the natural (NBO) partial charges, in e, on atoms 1 to 2: -0.2039 -0.6456

The following is a quantum chemistry calculation of the molecule C4H5NO, from the OMol25 dataset.

Lowest unoccupied orbital energy   -0.0074 hartree
SMILES string   CCC(=O)C#N
Electronic energy   -7764.412 eV
HOMO   -0.393 Eh
HOMO-LUMO gap   10.5 eV

Geometry as ORCA input:
```
! wB97M-V def2-TZVPD RIJCOSX def2/J DEFGRID3
* xyz 0 1
O 1.05590 0.01683 2.29524
N 3.01554 -0.27655 -0.49018
C 2.27333 -0.18639 0.38765
C -1.63103 0.16896 -0.37920
C 1.00563 -0.06739 1.09653
C -0.12229 -0.06528 -0.25099
H -2.17922 -0.32031 0.41584
H -2.04971 -0.23321 -1.32248
H -1.82731 1.24283 -0.37306
H 0.11777 -1.06756 -0.62660
H 0.34138 0.78808 -0.75275
*
```

These are the natural (NBO) partial charges, in e, on atoms 1 to 2: -0.4515 -0.2460

Results for relative energy (zero: lowest compared OMol25 entry of this formula, charge and spin): 137.4 2.2 29.5 48.8 (in kcal per mole, following the order of the records).
Results for max |F|: 0.006 0.060 0.037 0.037 (in Eh/bohr, following the order of the records).